Density functional theory data (the ωB97M-V functional and the def2-TZVPD basis) for a cluster of 7 separate species, C21H55NO13 in total at a distorted geometry.

Molecular weight ... 529.67 g mol⁻¹
ΔE to the lowest compared entry with this formula, charge and spin ... 0.000 eV
Highest occupied orbital energy ... -8.285 eV
LUMO energy ... 0.3256 eV
Total energy ... -1865.86685 hartree
SMILES ... CC1(C)CCCC(C)(C)N1O.OCCO.OCCO.OCCO.OCCO.OCCO.OCCO
Kohn-Sham gap ... 8.61 eV

Geometry as ORCA input:
```
! wB97M-V def2-TZVPD RIJCOSX def2/J DEFGRID3
* xyz 0 1
C 3.69531 5.22671 -2.04594
C 4.11657 3.79272 -1.74958
C 5.37412 3.87918 -0.84677
C 2.98830 3.10348 -0.98765
C 3.15003 1.59299 -0.83142
C 3.57054 0.92521 -2.13345
C 4.62602 1.64557 -3.00319
C 6.04434 1.30096 -2.54702
C 4.44855 1.11458 -4.41808
N 4.27266 3.06765 -2.99960
O 5.07330 3.80418 -3.91841
H 2.97268 5.26098 -2.86603
H 3.29787 5.70732 -1.15352
H 4.53849 5.82049 -2.40471
H 5.22168 4.64686 -0.08836
H 5.56265 2.93011 -0.34971
H 6.26219 4.12667 -1.42986
H 2.86334 3.60921 -0.02267
H 2.05052 3.32279 -1.51681
H 3.86900 1.41516 -0.02327
H 2.22089 1.12425 -0.50163
H 2.68073 0.65797 -2.70690
H 3.99904 -0.06134 -1.91021
H 6.24638 1.47262 -1.49151
H 6.77046 1.89076 -3.11075
H 6.24090 0.23534 -2.68309
H 4.79232 0.07860 -4.46869
H 5.14749 1.60886 -5.10605
H 3.44518 1.23099 -4.81981
H 4.48950 3.91714 -4.67372
O 0.10272 -0.97525 0.89531
C -0.88965 -1.36994 1.82926
C -2.20973 -1.56346 1.17377
O -2.83166 -0.28769 0.97463
H 0.24176 -0.02059 0.94313
H -0.56564 -2.28269 2.34333
H -0.94440 -0.66479 2.66891
H -2.88780 -2.20550 1.74332
H -2.08950 -2.04384 0.19989
H -3.47362 -0.40803 0.26495
O 1.89583 -2.10851 -0.97066
C 0.87623 -2.69637 -1.75168
C 0.21885 -1.74939 -2.72828
O -0.87995 -1.04287 -2.14288
H 1.49324 -1.67376 -0.20954
H 1.33358 -3.53837 -2.27899
H 0.08712 -3.11306 -1.11280
H -0.23035 -2.33720 -3.53034
H 0.95638 -1.02883 -3.08650
H -0.55225 -0.43375 -1.46994
O -0.95623 -4.33060 6.06312
C 0.30242 -4.85291 5.64231
C 1.23309 -3.78275 5.21426
O 1.69585 -3.07392 6.37274
H -0.76206 -3.63182 6.69430
H 0.73072 -5.51415 6.39959
H 0.10313 -5.48513 4.77224
H 0.73116 -3.09779 4.52145
H 2.09051 -4.17784 4.65467
H 2.27138 -2.36741 6.06955
O -0.74134 1.52473 -0.09204
C -0.74774 2.88127 0.35044
C -1.33540 3.01181 1.72443
O -2.66260 2.56444 1.64354
H -1.54731 1.11518 0.27560
H 0.26747 3.27681 0.33180
H -1.36119 3.45897 -0.35229
H -1.18363 4.03298 2.10031
H -0.74896 2.36392 2.39789
H -2.95401 2.19694 2.48133
O -4.64501 -1.37614 -1.23358
C -4.12149 -2.61148 -1.69712
C -4.68810 -3.81784 -0.97483
O -4.21817 -3.99235 0.37398
H -5.58755 -1.37751 -1.42549
H -4.44553 -2.75292 -2.73882
H -3.03490 -2.59792 -1.68740
H -4.50450 -4.73114 -1.54904
H -5.78229 -3.73639 -0.92565
H -3.87471 -4.88785 0.41644
O -7.68569 -1.50950 1.76784
C -6.51684 -0.70830 1.88217
C -6.71344 0.63287 1.24975
O -7.49588 1.49273 2.05703
H -7.60419 -2.21233 2.41669
H -6.31283 -0.47909 2.93836
H -5.59707 -1.18821 1.52355
H -7.14319 0.54479 0.24558
H -5.72359 1.08315 1.15724
H -8.41246 1.20859 1.99162
*
```